#w
{
  "formula": "FH3N2O2S",
  "method": "ωB97M-V with the def2-TZVPD basis set",
  "symbols": ["N", "N", "O", "O", "F", "S", "H", "H", "H"],
  "positions_angstrom": [[-1.4468, 0.2877, -0.1815], [-0.4658, 0.5023, 0.7093], [2.3207, 0.3784, 0.9437], [1.3887, 0.6810, -1.3772], [0.6420, -2.1360, -0.4062], [1.2845, 0.2377, -0.0548], [-1.6053, 0.8548, -1.0243], [-1.6995, -0.7045, -0.1608], [-0.4184, -0.1014, 1.5518]],
  "gap_ev": [8.040, 8.042],
  "homo_ev": [-10.21, -10.21],
  "lumo_ev": [-2.170, -2.170]
}

#x
{
  "formula": "FH3N2O2S",
  "method": "ωB97M-V with the def2-TZVPD basis set",
  "symbols": ["N", "N", "O", "O", "F", "S", "H", "H", "H"],
  "positions_angstrom": [[-0.4665, 0.0630, -0.2031], [0.4083, 0.4276, 0.7500], [2.8817, -0.4584, 1.4123], [1.7886, -1.2004, -0.7154], [0.7702, -1.9040, 1.7332], [1.6976, -0.7593, 0.6492], [-0.0547, 0.2225, -1.0167], [-0.7822, -0.8634, -0.1165], [-0.0505, 0.1608, 1.6518]],
  "gap_ev": 10.529,
  "homo_ev": -10.62,
  "lumo_ev": -0.089,
  "smiles": "NNS(=O)(=O)F"
}

#y
{
  "formula": "FH3N2O2S",
  "method": "ωB97M-V with the def2-TZVPD basis set",
  "symbols": ["N", "N", "O", "O", "F", "S", "H", "H", "H"],
  "positions_angstrom": [[-2.1078, 0.1134, 0.0121], [-1.8094, -1.0092, -0.3594], [1.3076, -0.2070, -1.4392], [2.0918, 1.0338, 0.4265], [2.1161, -1.5051, 0.5969], [2.4025, -0.2248, -0.5875], [2.8240, 1.2331, 0.9688], [-1.5584, 0.9696, -0.4126], [-1.1046, -1.0064, -1.1322]],
  "gap_ev": 9.098,
  "homo_ev": -8.97,
  "lumo_ev": 0.133
}

#z
{
  "formula": "FH3N2O2S",
  "method": "ωB97M-V with the def2-TZVPD basis set",
  "symbols": ["N", "N", "O", "O", "F", "S", "H", "H", "H"],
  "positions_angstrom": [[-1.4759, -0.1842, -0.1498], [-0.4155, 0.6168, -0.5416], [2.1395, 0.8076, -0.5477], [1.1250, -1.6620, -0.0898], [0.9205, 0.3523, 1.5577], [1.0681, 0.0309, -0.0667], [-1.5411, -0.9610, -0.7964], [-1.3479, -0.5541, 0.7921], [-0.4728, 1.5537, -0.1580]],
  "gap_ev": 11.458,
  "homo_ev": -11.17,
  "lumo_ev": 0.287,
  "smiles": "NNS(=O)(=O)F"
}

Which of them is the most stable? Correct choice: #x.

#w
{
  "formula": "C7H8O4",
  "method": "ωB97M-V with the def2-TZVPD basis set",
  "symbols": ["C", "C", "C", "C", "C", "C", "C", "H", "H", "H", "H", "H", "H", "H", "H", "O", "O", "O", "O"],
  "positions_angstrom": [[0.5422, 0.8832, -1.8362], [0.2428, 0.0135, -0.6433], [1.1523, -0.7762, -0.0411], [0.9293, -1.4330, 1.2496], [-0.4635, -1.1931, 1.9633], [-1.3043, -0.2719, 1.2341], [-1.1480, 0.2465, -0.2123], [1.6310, -0.1922, -2.9903], [0.6963, 1.9642, -1.4302], [-0.3556, 0.9014, -2.4682], [2.2068, -0.7356, -0.3463], [-0.6327, -1.8919, 2.7642], [-2.4208, -0.1810, 1.5485], [-1.8635, -0.0131, -0.8927], [-0.8739, 2.0922, 0.5852], [1.7576, 0.6082, -2.5589], [1.8655, -1.8500, 1.8827], [-0.5820, 0.1896, 2.3416], [-1.3793, 1.6392, -0.1497]],
  "gap_ev": 9.815,
  "homo_ev": -9.85,
  "lumo_ev": -0.031,
  "smiles": "O=C1C=C(CO)[C@H](O)[C@@H]2O[C@H]12"
}

#x
{
  "formula": "C7H8O4",
  "method": "ωB97M-V with the def2-TZVPD basis set",
  "symbols": ["C", "C", "C", "C", "C", "C", "C", "O", "O", "O", "O", "H", "H", "H", "H", "H", "H", "H", "H"],
  "positions_angstrom": [[1.7265, 1.2482, 1.8361], [1.5812, 0.5232, 0.8576], [-1.9810, 0.3103, 0.7023], [-1.4768, 0.2350, -0.8961], [0.1139, 0.5193, -1.0612], [1.0338, -0.2035, -0.1602], [1.2448, -1.6507, -0.1452], [-3.0712, 0.8617, 0.7180], [-1.3339, -0.4042, 1.4582], [0.2020, 1.8772, -1.1654], [-0.0329, -2.3221, 0.0171], [2.1612, 1.7371, 2.6292], [-2.0435, -0.5522, -1.3295], [-1.9033, 1.1477, -1.2506], [0.2208, 0.0325, -2.1102], [1.9079, -1.9296, 0.7338], [1.6195, -2.0511, -1.1306], [0.5412, 2.3442, -0.3527], [-0.5102, -1.7230, 0.6494]],
  "gap_ev": [8.354, 5.246],
  "homo_ev": [-10.12, -8.51],
  "lumo_ev": [-1.765, -3.259]
}

Which of them is the most stable? Correct choice: #w.